Entry 1:
Here is a cluster of 3 separate species, C4H15N3O2 in total from OMol25. Energies are from ωB97M-V/def2-TZVPD.

Values from the calculation:
- HOMO energy: -9.097 eV
- Energy relative to the best compared isomer or geometry (same formula, charge and spin): 0.4873 eV
- Structure (SMILES): [H]/N=C\NCCCN.O.O
- Kohn-Sham gap: 9.5 eV

Last column: natural (NBO) charge in e.
Element x y z (Å)
H1 1.726 1.923 1.759  0.32
N1 1.599 1.234 2.501  -0.71
C1 0.973 0.191 2.133  0.28
N2 0.435 -0.077 0.904  -0.66
C2 -0.210 -1.401 0.722  -0.22
C3 -1.482 -1.301 -0.127  -0.44
C4 -1.283 -1.492 -1.633  -0.22
N3 -0.542 -0.507 -2.413  -0.85
H2 0.781 -0.517 2.933  0.17
H3 0.696 0.208 -0.026  0.41
H4 -0.536 -1.743 1.698  0.21
H5 0.474 -2.097 0.241  0.17
H6 -2.249 -2.036 0.148  0.21
H7 -2.034 -0.372 0.033  0.22
H8 -0.734 -2.420 -1.817  0.18
H9 -2.234 -1.738 -2.111  0.20
H10 -1.064 0.327 -2.667  0.37
H11 0.381 -0.273 -2.078  0.35
O1 2.510 0.604 -1.348  -0.96
H12 2.518 -0.330 -1.134  0.48
H13 3.235 1.053 -0.912  0.49
O2 -2.068 2.271 0.060  -0.94
H14 -1.390 2.643 -0.459  0.47
H15 -1.708 1.861 0.828  0.48

***

Entry 2:
Here is an isolated molecule of C6H9N3 from OMol25. Energies are from ωB97M-V/def2-TZVPD.

Values from the calculation:
- HOMO energy: -7.934 eV
- Energy relative to the best compared isomer or geometry (same formula, charge and spin): 6.1877 eV
- Structure (SMILES): C1=NN2C[C@@H]3N[C@@H]3[C@@H]2C1
- Kohn-Sham gap: 8.9 eV

Last column: natural (NBO) charge in e.
Element x y z (Å)
C1 -1.921 0.434 -0.457  -0.03
N1 -1.159 1.503 -0.184  -0.21
N2 -0.048 0.882 0.619  -0.33
C2 1.254 1.363 0.156  -0.26
C3 1.758 0.062 -0.332  -0.05
N3 0.787 -0.680 -1.005  -0.60
C4 0.849 -1.110 0.277  -0.05
C5 -0.256 -0.435 0.953  -0.10
C6 -1.523 -0.806 0.125  -0.46
H1 -2.584 0.640 -1.193  0.21
H2 1.134 2.340 -0.462  0.23
H3 1.741 1.701 1.012  0.19
H4 2.992 0.101 -0.512  0.20
H5 0.014 -0.347 -1.305  0.36
H6 1.228 -2.083 0.551  0.21
H7 -0.378 -0.592 2.119  0.20
H8 -1.449 -1.434 -1.044  0.23
H9 -2.440 -1.538 0.681  0.27

***

Entry 3:
Here is a cluster of 11 separate species, C20H62N12O11 in total from OMol25. Energies are from ωB97M-V/def2-TZVPD.

Values from the calculation:
- HOMO energy: -8.875 eV
- Energy relative to the best compared isomer or geometry (same formula, charge and spin): 1.1488 eV
- Structure (SMILES): NC(N)=O.NC(N)=O.NC(N)=O.NC(N)=O.NC(N)=O.NC(N)=O.CC(C)O.CC(C)O.CC(C)O.CC(C)O.CCO
- Kohn-Sham gap: 8.5 eV

Last column: Mulliken charge in e.
Element x y z (Å)
N1 -19.032 -1.387 17.505  -0.12
C1 -19.904 -0.355 17.511  0.37
N2 -19.494 0.696 16.730  -0.06
O1 -20.994 -0.396 18.077  -0.69
H1 -19.361 -2.322 17.680  0.22
H2 -18.067 -1.152 17.343  0.01
H3 -18.521 0.739 16.433  0.16
H4 -20.071 1.512 16.643  0.19
N3 -11.340 -1.063 12.881  -0.37
C2 -11.971 0.028 12.368  0.50
N4 -11.116 0.771 11.600  -0.56
O2 -13.133 0.334 12.630  -0.56
H5 -10.484 -1.447 12.532  0.22
H6 -11.963 -1.535 13.521  0.12
H7 -11.552 1.647 11.341  0.28
H8 -10.215 0.716 12.044  0.21
N5 -17.746 -4.505 13.407  0.34
C3 -18.460 -5.597 13.097  0.67
N6 -18.016 -6.216 11.987  -0.40
O3 -19.494 -5.942 13.683  -0.68
H9 -16.898 -4.285 12.915  -0.07
H10 -17.959 -3.927 14.198  -0.20
H11 -17.083 -6.066 11.652  0.14
H12 -18.560 -6.876 11.462  0.23
N7 -15.672 -3.334 9.858  -0.44
C4 -15.746 -2.329 10.774  0.48
N8 -15.134 -1.201 10.449  -0.25
O4 -16.291 -2.458 11.890  -0.53
H13 -14.974 -3.196 9.147  0.19
H14 -15.891 -4.288 10.075  0.19
H15 -15.226 -0.358 10.996  0.12
H16 -14.569 -1.082 9.625  0.20
N9 -15.177 -0.830 14.555  0.20
C5 -16.429 -0.744 15.073  -1.08
N10 -17.289 -1.594 14.505  1.08
O5 -16.842 0.214 15.763  -0.44
H17 -14.475 -0.182 14.866  0.02
H18 -15.004 -1.623 13.959  0.06
H19 -18.187 -1.653 14.970  -0.16
H20 -16.962 -1.999 13.639  0.37
N11 -15.894 1.481 12.577  -0.11
C6 -15.610 2.792 12.450  0.42
N12 -14.253 2.884 12.549  -0.23
O6 -16.426 3.675 12.213  -0.70
H21 -16.886 1.349 12.739  -0.03
H22 -15.294 0.746 12.907  0.27
H23 -13.875 1.945 12.667  0.27
H24 -13.682 3.705 12.483  0.19
C7 -14.830 -6.116 16.685  -1.71
C8 -15.706 -4.900 16.551  1.22
C9 -15.678 -3.957 17.728  -1.12
O7 -15.261 -4.238 15.352  -0.47
H25 -13.771 -5.902 16.807  0.32
H26 -15.109 -6.775 15.862  0.39
H27 -15.174 -6.667 17.565  0.43
H28 -16.746 -5.235 16.468  0.05
H29 -16.459 -3.196 17.659  0.11
H30 -14.733 -3.422 17.864  0.13
H31 -15.770 -4.470 18.688  0.50
H32 -15.410 -3.297 15.498  0.10
C10 -22.036 -2.796 15.203  -0.95
C11 -21.767 -3.627 16.452  0.63
C12 -22.588 -4.885 16.634  -1.63
O8 -20.351 -3.858 16.436  -0.48
H33 -21.449 -3.109 14.341  0.25
H34 -21.678 -1.777 15.410  0.05
H35 -23.069 -2.474 15.050  0.43
H36 -22.036 -3.052 17.341  0.33
H37 -22.341 -5.600 15.846  0.35
H38 -23.660 -4.699 16.656  0.39
H39 -22.271 -5.322 17.583  0.38
H40 -20.112 -4.454 15.715  0.21
C13 -15.999 4.734 18.201  -1.38
C14 -15.853 3.236 18.083  0.65
C15 -16.733 2.400 19.037  -1.22
O9 -16.239 2.875 16.749  -0.40
H41 -15.932 4.982 19.267  0.39
H42 -16.983 5.117 17.948  0.34
H43 -15.082 5.108 17.750  0.34
H44 -14.841 2.829 18.190  0.23
H45 -17.760 2.706 18.838  0.27
H46 -16.291 2.532 20.024  0.46
H47 -16.649 1.363 18.707  0.20
H48 -16.249 1.916 16.645  0.17
C16 -19.944 -0.216 10.658  -1.24
C17 -20.632 -0.200 11.988  0.37
C18 -19.771 0.303 13.152  0.12
O10 -21.827 0.587 11.864  -0.61
H49 -19.161 -0.966 10.555  0.22
H50 -19.465 0.771 10.610  0.33
H51 -20.683 -0.170 9.860  0.39
H52 -21.106 -1.119 12.343  0.12
H53 -20.257 -0.042 14.067  -0.09
H54 -19.754 1.391 13.224  0.50
H55 -18.794 -0.178 13.150  -0.51
H56 -21.659 1.480 11.544  0.35
C19 -12.222 -1.868 18.284  -1.29
C20 -12.419 -1.622 16.781  0.55
O11 -11.162 -1.552 16.147  -0.54
H57 -12.001 -2.933 18.372  0.30
H58 -13.076 -1.586 18.899  0.32
H59 -11.367 -1.303 18.655  0.44
H60 -13.007 -0.706 16.649  -0.02
H61 -13.013 -2.389 16.284  0.01
H62 -10.633 -0.774 16.332  0.31

***

Entry 4:
Here is a cluster of 2 separate species, C3H4Cl2S in total from OMol25. Energies are from ωB97M-V/def2-TZVPD.

Values from the calculation:
- HOMO energy: -8.764 eV
- Energy relative to the best compared isomer or geometry (same formula, charge and spin): 3.0356 eV
- Kohn-Sham gap: 9.0 eV

Last column: natural (NBO) charge in e.
Element x y z (Å)
C1 1.893 0.581 -0.192  -0.52
C2 0.929 -0.286 -0.112  -0.03
C3 -1.171 0.330 0.489  -0.41
S1 -2.166 -1.162 0.552  0.04
Cl1 0.874 -1.929 -0.420  0.06
Cl2 -1.656 1.565 -0.615  0.03
H1 2.844 0.138 -0.282  0.22
H2 1.600 1.702 -0.145  0.24
H3 -0.977 0.511 1.542  0.22
H4 -2.168 -1.449 -0.816  0.14

***

Entry 5:
Here is a structure of composition C4H5CsF2LiO2 from OMol25. Energies are from ωB97M-V/def2-TZVPD.

Values from the calculation:
- HOMO energy (alpha / beta): -4.899 / -4.890 eV
- Energy relative to the best compared isomer or geometry (same formula, charge and spin): 0.0000 eV
- <S²>: 0.75
- 2S+1: 2
- Kohn-Sham gap (alpha / beta): 3.1 / 3.1 eV

Last column: Löwdin spin population.
Element x y z (Å)
O1 -1.526 1.460 0.435  0.00
C1 -1.677 0.231 -0.187  0.00
C2 -0.419 -0.144 -0.974  0.00
H1 -2.398 0.359 -1.031  0.00
H2 -1.822 -0.552 0.609  0.00
F1 -0.902 -1.402 -1.622  0.00
C3 1.780 -0.281 -0.124  0.09
C4 2.663 -1.060 0.753  0.72
O2 0.487 -0.613 0.041  0.05
H3 2.084 -0.225 -1.178  0.00
F2 1.913 1.158 0.302  0.05
H4 3.573 -1.500 0.350  0.04
H5 2.436 -1.116 1.818  0.04
Li1 0.148 1.943 -0.141  0.00
Cs1 -6.342 1.741 0.949  0.00

***

Entry 6:
Here is an isolated molecule of C3H7N3S2 from OMol25. Energies are from ωB97M-V/def2-TZVPD.

Values from the calculation:
- HOMO energy: -8.580 eV
- Energy relative to the best compared isomer or geometry (same formula, charge and spin): 2.4030 eV
- Structure (SMILES): C/C(=N/N)S/C=N/S
- Kohn-Sham gap: 9.4 eV

Last column: natural (NBO) charge in e.
Element x y z (Å)
C1 2.089 -1.240 0.704  -0.65
C2 1.211 -0.241 0.061  0.06
N1 1.492 0.990 0.220  -0.23
N2 0.794 1.980 -0.402  -0.62
S1 -0.101 -0.825 -1.051  0.19
C3 -1.543 -0.276 -0.149  -0.06
N3 -2.703 -0.412 -0.627  -0.57
S2 -3.991 0.160 0.319  0.19
H1 2.868 -1.558 -0.043  0.22
H2 1.538 -2.066 1.057  0.22
H3 2.607 -0.708 1.492  0.24
H4 1.474 2.714 -0.686  0.36
H5 0.402 1.679 -1.271  0.34
H6 -1.245 0.201 0.846  0.19
H7 -4.891 -0.397 -0.470  0.12

***

For reference, largest force on an atom by record: 0.0547, 0.1797, 0.0679, 0.0885, 0.0255, 0.0356 hartree/bohr.